Entry from the Open Molecules 2025 dataset: C33H27BiBrCl4N5O2 as an isolated structure (the ωB97M-V functional and the def2-TZVPD basis).

Computed properties:
energy relative to the best compared isomer or geometry (same formula, charge and spin)	320.0	kJ/mol
net charge	-2
HOMO-LUMO gap	4.88	eV
molecular weight	956.31	g mol⁻¹
max |F|	0.7	eV Å⁻¹

Each line ends with the Mulliken charge.
Cartesian coordinates (Å):
H (2.995, -1.794, 3.692)  0.41
C (-2.819, -3.743, -1.270)  -1.42
C (-2.597, 1.305, 1.077)  -0.19
C (2.176, -1.091, 3.805)  -0.61
H (-0.555, 1.386, -4.831)  0.45
H (-4.797, -4.609, -1.248)  0.43
N (-1.766, 1.645, 0.012)  0.56
C (4.964, -2.399, 0.171)  0.27
C (1.830, 1.269, -3.381)  -1.66
H (-0.722, 1.432, 4.134)  0.42
N (0.611, 2.678, -0.524)  0.27
H (-2.360, -4.545, -1.834)  0.46
C (2.159, -0.210, 4.885)  -0.56
C (-4.165, -3.785, -0.947)  -0.02
C (-0.347, 4.899, -0.669)  -0.86
C (-3.877, -1.668, 0.153)  0.29
C (-2.903, 0.168, 3.186)  -0.32
H (-0.725, -0.366, -5.057)  0.42
H (1.383, 2.266, -3.346)  0.31
O (2.475, 0.259, -0.168)  -0.60
H (1.065, 1.378, 5.829)  0.33
C (0.749, 0.197, -3.538)  2.81
H (1.177, -1.770, 2.024)  0.46
C (-0.528, 3.472, -0.506)  0.18
C (2.049, 4.587, -0.613)  -0.88
C (2.997, -0.937, -0.096)  -0.07
H (2.961, -0.209, 5.613)  0.35
C (-4.699, 1.491, 2.279)  -0.66
C (-0.009, 0.440, -4.860)  -2.15
H (-4.822, 0.378, 4.119)  0.32
C (2.167, -2.107, -0.278)  -1.05
C (1.162, -1.082, 2.864)  -0.30
C (-3.883, 1.825, 1.203)  -0.35
H (2.089, -1.236, -4.483)  0.51
C (-0.347, 0.318, -2.513)  -1.34
H (2.675, 2.542, -0.439)  0.36
H (3.052, 4.991, -0.629)  0.41
H (0.714, 0.471, -5.682)  0.46
C (-4.200, 0.658, 3.276)  -0.72
C (1.097, 0.682, 4.997)  -0.68
Cl (5.326, 0.303, 0.387)  -0.26
H (2.018, -1.376, -2.715)  0.11
C (-2.076, 0.436, 2.083)  0.47
N (-0.839, -0.149, 1.919)  -0.13
C (4.180, -3.520, -0.040)  0.21
H (0.676, -1.979, -3.693)  0.33
H (2.535, 1.225, -4.220)  0.52
Cl (4.893, -5.107, -0.023)  -0.26
H (-0.982, -2.627, -1.021)  0.71
Cl (1.786, -4.750, -0.542)  -0.27
C (4.360, -1.129, 0.148)  0.45
Br (-6.516, -2.753, 0.299)  -0.28
C (1.848, 3.245, -0.509)  -0.46
Cl (6.673, -2.560, 0.462)  -0.26
H (-1.242, 5.507, -0.696)  0.46
C (0.093, -0.169, 2.948)  -0.26
N (-1.721, 3.000, -0.250)  -1.06
H (-4.227, 2.500, 0.430)  0.42
C (0.082, 0.711, 4.048)  -0.02
C (-4.683, -2.734, -0.214)  -0.42
C (1.423, -1.186, -3.610)  -1.51
O (0.896, -1.959, -0.457)  -0.16
C (-2.056, -2.662, -0.844)  -0.27
H (2.395, 1.111, -2.456)  0.10
H (1.020, 6.501, -0.828)  0.34
H (-5.710, 1.878, 2.335)  0.35
N (-2.582, -1.639, -0.161)  0.35
H (-2.506, -0.467, 3.972)  0.48
H (-4.272, -0.822, 0.710)  0.07
C (2.802, -3.360, -0.258)  0.09
C (0.894, 5.429, -0.721)  -0.16
Bi (0.102, 0.479, -0.287)  1.84
H (-1.011, -0.562, -2.605)  0.45